1.
A molecular structure, C24H35CoF5N4PS, computed with the ωB97M-V functional and the def2-TZVPD basis.

Results
HOMO-LUMO gap (spin up / spin down) = 7.8352 / 8.3763 eV
2S+1 = 2
total charge = +1
E_LUMO (spin up / spin down) = -0.0968 / -0.0760 Ha

Structure (XYZ):
```
71
C24H35CoF5N4PS (the ωB97M-V functional and the def2-TZVPD basis)
Co -0.18725 -0.65394 0.01980
C -2.67780 -2.88515 0.46063
C -2.77079 -1.89428 1.60549
N -2.01403 -0.65131 1.35659
C -1.58872 -0.01871 2.60324
C -0.30038 -0.67276 3.05800
N 0.73412 -0.56083 2.01463
C 1.92334 -1.33709 2.41683
C 3.10844 -1.16143 1.48486
C 2.95891 -1.89057 0.16264
N 1.95573 -1.29454 -0.73689
C 1.54960 -2.25493 -1.77073
C 0.51601 -3.24291 -1.20468
N -0.16670 -2.72277 0.01225
C -1.33200 -3.58865 0.37797
H -2.90624 -2.39444 -0.48468
H -3.43250 -3.66004 0.61464
H -2.37124 -2.36128 2.51005
H -3.81639 -1.65344 1.82076
H -2.60509 -0.02560 0.82736
H -2.34375 -0.09392 3.39391
H -1.41882 1.04445 2.42209
H -0.46840 -1.73691 3.24187
H 0.04495 -0.23956 4.00294
H 1.04525 0.40614 2.00153
H 1.64239 -2.39496 2.47636
H 2.21268 -1.04372 3.43245
H 3.99067 -1.55798 1.99195
H 3.30347 -0.09910 1.32170
H 2.65350 -2.92273 0.36413
H 3.92673 -1.96364 -0.34578
H 2.37444 -0.48565 -1.18214
H 2.40657 -2.80911 -2.16898
H 1.09708 -1.69505 -2.58547
H 0.97039 -4.20961 -0.96972
H -0.24928 -3.41944 -1.95900
H 0.50288 -2.81601 0.76837
H -1.11566 -4.05832 1.34223
H -1.39459 -4.39762 -0.35021
F -4.51980 3.44887 -4.44108
C -3.80056 2.48871 -3.87515
C -2.77785 1.86957 -4.57664
F -2.51085 2.24690 -5.82252
C -2.02940 0.87536 -3.97249
F -1.03693 0.33702 -4.68299
C -2.25530 0.45111 -2.66017
S -1.30598 -0.87601 -2.01048
C -3.30850 1.07892 -2.00700
F -3.64596 0.71385 -0.75239
C -4.06540 2.08665 -2.57850
F -5.04985 2.65798 -1.88660
C -1.08132 2.85654 0.09579
P 0.16759 1.60792 -0.36384
C 0.52758 2.08853 -2.08312
C 1.66383 2.21390 0.49740
C 2.89790 2.21681 -0.15416
C 4.05169 2.60615 0.51015
C 3.99244 2.99537 1.84110
C 2.77025 3.01557 2.49670
C 1.61448 2.63562 1.82693
H -1.29668 2.84827 1.16226
H -2.00782 2.64251 -0.43568
H -0.73179 3.85146 -0.18151
H 1.06584 3.03589 -2.09687
H -0.41443 2.20945 -2.61372
H 1.09909 1.31938 -2.60141
H 2.96476 1.93986 -1.19961
H 4.99755 2.61320 -0.01535
H 4.89174 3.30015 2.35874
H 2.71075 3.34690 3.52503
H 0.66544 2.69502 2.35021
```

---

2.
2 unconnected molecules or ions with the total composition C5H11BrN2 at a distorted geometry, computed with the ωB97M-V functional and the def2-TZVPD basis.

Results
HOMO-LUMO gap = 7.9430 eV
total charge = 0
E_LUMO = -0.0144 Ha

Structure (XYZ):
```
19
C5H11BrN2 (the ωB97M-V functional and the def2-TZVPD basis)
C -0.08670 0.03828 -0.48972
C 2.10931 0.07148 -1.28336
C 1.48381 -2.08172 0.07778
C -1.87980 2.15572 1.81931
C 1.03323 -0.87546 -0.80461
N -1.29811 -0.05917 -0.29526
N -2.45266 0.17744 -0.05053
Br -3.92012 -0.52377 -0.94298
H -2.55866 1.31179 2.12714
H 2.46053 0.73959 -0.59035
H 2.98826 -0.50467 -1.45265
H 1.86932 0.60736 -2.16479
H 1.70972 -1.65823 1.05664
H 0.71762 -2.85852 0.13933
H 2.40092 -2.64082 -0.35685
H -2.29840 2.41498 0.89892
H -2.03866 3.05287 2.37048
H -0.80215 1.92397 1.60408
H 0.56252 -1.29112 -1.66259
```

---

3.
A molecular structure, C18H48B2CuF8O18S6 at a distorted geometry, computed with the ωB97M-V functional and the def2-TZVPD basis.

Results
HOMO-LUMO gap (spin up / spin down) = 10.2534 / 6.0564 eV
2S+1 = 2
total charge = 0
E_LUMO (spin up / spin down) = -0.0216 / -0.1758 Ha

Structure (XYZ):
```
101
C18H48B2CuF8O18S6 (the ωB97M-V functional and the def2-TZVPD basis)
Cu -0.67608 2.13799 -0.19331
B 0.51700 -0.01387 0.77709
F 1.26728 0.44840 1.88519
F -0.80120 0.27550 1.02812
F 0.96483 0.75714 -0.28994
F 0.85822 -1.30304 0.69086
B -3.02483 3.34318 -0.46774
F -3.74477 3.77373 0.54267
F -1.78098 3.89743 -0.56160
F -2.85583 2.00072 -0.19948
F -3.73420 3.57485 -1.61250
O -0.88781 -1.56029 -3.35165
S -1.79789 -0.78500 -2.48857
O -1.28724 0.37749 -1.76694
O -3.13520 -0.37183 -3.38974
C -3.73625 0.91567 -3.26256
C -4.95895 0.84441 -4.26255
C -2.60577 -1.95230 -1.37975
H -3.05741 1.72916 -3.51850
H -4.20799 1.15050 -2.30840
H -5.47784 -0.11086 -4.18296
H -4.81465 1.03658 -5.32572
H -5.64010 1.64144 -3.96441
H -3.03426 -1.45373 -0.51031
H -1.78550 -2.61502 -1.10396
H -3.27561 -2.62706 -1.91278
O 5.38144 -3.82413 -0.67997
S 5.22735 -2.47154 -1.19840
O 6.31426 -1.46897 -1.27082
O 4.58676 -2.57724 -2.73334
C 3.39247 -3.27799 -3.00950
C 3.36962 -3.69107 -4.49628
C 3.70681 -1.60529 -0.33239
H 2.47835 -2.76219 -2.71552
H 3.35961 -4.20776 -2.44157
H 2.72829 -4.55264 -4.68203
H 4.35890 -3.98632 -4.84591
H 3.04267 -2.91777 -5.19142
H 2.76915 -1.89109 -0.80907
H 3.69442 -0.53011 -0.51110
H 3.72816 -1.76982 0.74490
O 0.88814 4.08882 -0.03581
S 1.91907 5.09768 0.30724
O 1.93797 5.78645 1.60628
O 3.41752 4.50876 -0.01356
C 3.42286 3.30055 -0.77572
C 4.84408 2.70631 -0.63882
C 2.02059 6.44912 -0.94190
H 3.18967 3.56756 -1.80646
H 2.69387 2.56812 -0.42900
H 4.83916 2.15579 0.30193
H 5.52530 3.55532 -0.58217
H 5.21201 2.14139 -1.49532
H 2.68308 7.23214 -0.57300
H 1.00694 6.83126 -0.82113
H 2.00413 6.07099 -1.96408
O -1.58002 -5.17783 -1.68831
S -0.30892 -5.24925 -2.39226
O 0.04271 -4.35013 -3.53284
O 0.90681 -5.05915 -1.30725
C 0.63338 -5.18735 0.07365
C 1.74158 -4.60447 1.02546
C 0.00965 -7.01168 -2.71040
H 0.34325 -6.18289 0.40955
H -0.25742 -4.60401 0.30663
H 1.82632 -4.94830 2.05634
H 1.80823 -3.52085 0.92836
H 2.70225 -4.95389 0.64717
H 0.80269 -7.41579 -2.08120
H 0.25649 -6.97340 -3.77139
H -0.98784 -7.45106 -2.70327
O -2.55775 -4.46259 4.15775
S -2.38798 -3.36089 3.21424
O -2.52435 -3.62489 1.77983
O -3.31604 -2.08250 3.72432
C -3.53929 -1.00495 2.74961
C -4.40880 0.15386 3.27022
C -0.72175 -2.64741 3.51801
H -3.90940 -1.36324 1.78901
H -2.55496 -0.63266 2.46571
H -4.20440 0.44372 4.30090
H -5.46754 -0.04716 3.10659
H -4.11116 0.99901 2.64955
H -0.80007 -1.66946 3.99295
H -0.21474 -2.42050 2.58016
H -0.19315 -3.34845 4.16394
O -0.87469 2.19086 4.43282
S -0.35579 2.98652 3.38176
O -0.57399 2.81278 1.92672
O -0.76686 4.54860 3.66281
C -1.73533 5.28312 2.87764
C -1.67872 6.59380 3.55430
C 1.45843 3.17195 3.70958
H -2.70442 4.79395 2.77931
H -1.29371 5.44968 1.89512
H -1.96794 7.35933 2.83430
H -0.66463 6.82405 3.88096
H -2.39638 6.56253 4.37411
H 1.67238 2.70139 4.66921
H 1.89882 4.16346 3.60439
H 1.92578 2.67857 2.85737
```

---

4.
C6H9NO in the gas phase at a distorted geometry, computed with the ωB97M-V functional and the def2-TZVPD basis.

Results
HOMO-LUMO gap = 10.3094 eV
total charge = 0
E_LUMO = 0.0333 Ha
SMILES string = C[C@@H]1N(C=O)C12CC2

Structure (XYZ):
```
17
C6H9NO (the ωB97M-V functional and the def2-TZVPD basis)
C -0.01656 0.11204 1.97409
C -0.73349 0.56168 0.74780
N -1.50945 -0.45784 0.06747
C -1.84681 -1.72476 0.38323
O -2.51619 -1.96146 1.37582
C -0.27394 0.05338 -0.61155
C 0.91107 -0.63712 -1.21397
C 0.20623 0.52477 -1.89294
H 0.27817 -0.99643 1.86609
H -0.60423 0.16654 2.86788
H 0.83112 0.86381 2.12014
H -1.28443 1.38322 0.91381
H -1.58891 -2.63810 -0.25049
H 0.99031 -1.66584 -1.61028
H 1.84252 -0.39295 -0.80027
H 0.67541 1.43328 -1.99349
H -0.52227 0.39147 -2.69621
```

---

Across the entries above, energy above the lowest of the compared OMol25 structures with the same formula, charge and spin takes the values 1.5; 27.6; 94.2; 77.3 kcal per mole, respectively.